[1]
ORCA calculation (wB97M-V/def2-TZVPD) on a structure of composition C30H51BrN4P2Pb in a non-equilibrium geometry.

## Properties
HOMO energy in eV: -12.50
F_max in Eh/bohr: 0.128
ΔE to the lowest compared entry with this formula, charge and spin in kcal per mole: 0.00
Orbital gap in Eh: 0.164

The geometry in ORCA input format:
```
! RIJCOSX wB97M-V def2-TZVPD def2/J DEFGRID3
* xyz 2 1
C -0.61460 7.02218 -4.48548
C -0.79130 5.63748 -4.72868
C -1.10310 5.25488 -6.05698
C -1.21780 6.24398 -7.03848
N -1.05020 7.55818 -6.80848
C -0.75430 7.92058 -5.54788
C -0.66180 4.67678 -3.68848
C -0.55000 3.84648 -2.78938
C -0.42040 2.88528 -1.74848
C 0.64530 2.96008 -0.81588
C 0.76730 2.01128 0.20422
C -0.16000 0.95198 0.34482
C -1.22090 0.88478 -0.58878
C -1.35350 1.82558 -1.61488
Pb 0.02270 -0.40332 1.81242
P 1.91320 -1.30932 0.78972
H -1.25090 4.19958 -6.30448
H -0.37250 7.37698 -3.47948
H -1.45920 5.96058 -8.07228
H -0.61970 8.99698 -5.37268
H -2.18100 1.75388 -2.32838
H 1.37280 3.77348 -0.90548
H -1.95970 0.07818 -0.51388
H 1.60310 2.09838 0.90842
C 2.20940 -2.97172 1.57002
C 3.19310 -3.95062 0.91722
H 1.20340 -3.42662 1.62202
H 2.47910 -2.73712 2.61612
H 3.43520 -4.76112 1.62762
H 2.75910 -4.42022 0.01782
H 4.13940 -3.46652 0.62792
C 1.80820 -1.57562 -1.04758
C 2.88190 -0.95502 -1.95068
H 0.81080 -1.19352 -1.32898
H 1.74530 -2.67092 -1.18578
H 2.62280 -1.13102 -3.00988
H 2.94560 0.13688 -1.80538
H 3.88290 -1.38042 -1.77558
C 3.40910 -0.24662 1.09112
C 4.79850 -0.89622 1.06152
H 3.21950 0.18788 2.08842
H 3.33260 0.58018 0.35952
H 5.57140 -0.12192 1.21422
H 4.90630 -1.63112 1.87692
H 5.01500 -1.40312 0.10722
Br 0.25430 -2.12182 3.67302
P -2.65890 -3.99732 -2.53058
C -0.78130 -4.04392 -2.39328
C -0.17760 -5.44752 -2.54318
H -0.47000 -3.57412 -1.43918
H -0.40050 -3.39432 -3.20388
H 0.89360 -5.39062 -2.80858
H -0.25950 -6.03172 -1.61048
H -0.69670 -6.01582 -3.33498
C -3.13750 -3.66642 -0.74368
C -4.54900 -4.13732 -0.36988
H -3.06310 -2.56952 -0.61458
H -2.38340 -4.11992 -0.07008
H -4.62980 -4.31452 0.71772
H -5.30820 -3.38552 -0.64998
H -4.80850 -5.08242 -0.87788
C -2.85740 -2.24012 -3.16698
C -3.12300 -2.16822 -4.67618
H -1.96480 -1.64262 -2.89458
H -3.71190 -1.80722 -2.61318
H -3.60380 -1.21152 -4.94858
H -2.18680 -2.24382 -5.25818
H -3.78480 -2.98992 -5.00208
C 2.38090 2.18398 5.25242
N 0.98980 1.83638 5.53422
C 0.44030 2.25988 6.81762
C 0.19610 1.10748 4.54812
N 0.70570 0.88028 3.36872
N -1.13310 0.63958 4.88352
C -1.41910 -0.06062 6.12142
C -2.26720 0.97188 4.02852
H 2.87620 2.69828 6.10222
H 2.43940 2.86648 4.37982
H 2.96560 1.25778 5.05402
H -0.47600 2.86398 6.65912
H 0.23330 1.40548 7.48262
H 1.15580 2.88508 7.39332
H 1.63000 1.24438 3.12542
H -2.05450 0.57078 6.78062
H -1.96470 -1.00192 5.89952
H -0.49220 -0.37352 6.64082
H -2.31320 2.07008 3.88292
H -2.21380 0.47688 3.05032
H -3.22280 0.64318 4.48862
*
```

[2]
ORCA calculation (wB97M-V/def2-TZVPD) on a structure of composition C27H47BiF3N2PSi2.

## Properties
HOMO energy in eV: -14.48
F_max in Eh/bohr: 0.004
Orbital gap in Eh: 0.303

The geometry in ORCA input format:
```
! RIJCOSX wB97M-V def2-TZVPD def2/J DEFGRID3
* xyz 2 1
Bi -0.08197 1.06081 -0.43906
C -3.60770 0.20643 0.21794
Si -3.06410 0.31714 -1.56781
C -4.35979 -0.54217 -2.59140
C -2.93339 2.11290 -2.10354
C -1.26709 -0.42378 -1.65742
C -1.17855 -1.79477 -1.06503
C -1.92776 -2.85027 -1.59071
C -1.79681 -4.11542 -1.05181
C -0.91312 -4.31202 0.00127
C -0.20522 -3.22034 0.45743
N -0.32582 -1.98805 -0.05320
Si -0.51897 -0.39384 -3.45811
C 0.84466 -1.68406 -3.57689
C 0.17425 1.32639 -3.85288
C -1.80371 -0.77252 -4.75712
H -4.59463 0.65314 0.34082
H -2.93803 0.71455 0.91283
H -3.68099 -0.83634 0.53002
H -5.31806 -0.10544 -2.30203
H -4.43248 -1.61058 -2.39696
H -4.24467 -0.38871 -3.65997
H -3.93938 2.52299 -2.20421
H -2.45042 2.21577 -3.07555
H -2.41305 2.76870 -1.39983
H -2.59761 -2.67693 -2.41933
H -2.37124 -4.93967 -1.45090
H -0.77316 -5.28429 0.44920
H 0.50688 -3.33479 1.26679
H 0.83061 -2.41060 -2.76608
H 1.83373 -1.22825 -3.61898
H 0.72035 -2.24741 -4.50160
H 0.21866 2.05028 -3.03702
H -0.44034 1.79240 -4.62397
H 1.18096 1.23780 -4.26297
H -2.40528 -1.65679 -4.55549
H -1.27685 -0.95060 -5.69667
H -2.47562 0.06931 -4.91999
F 6.33242 -1.79237 -2.21274
C 6.11243 -0.48704 -2.07341
F 6.92238 -0.02130 -1.11858
F 6.42267 0.12212 -3.21683
C 4.66720 -0.20275 -1.69654
C 3.84575 -1.20364 -1.20785
C 2.54829 -0.88287 -0.85639
N 2.07627 0.36464 -0.96682
C 2.87584 1.33535 -1.43902
C 4.17661 1.09044 -1.81927
H 4.19955 -2.21980 -1.10939
H 1.85387 -1.61727 -0.47867
H 2.45045 2.32795 -1.51351
H 4.79303 1.89025 -2.20479
C 2.78244 0.32759 2.54613
C 1.76723 1.47399 2.60853
C 1.94336 2.26925 3.90577
P 0.06343 0.83716 2.28458
C -0.20686 -0.74976 3.16983
C 0.22722 -0.75521 4.64085
C -1.65411 -1.21331 3.01215
C -1.18997 2.11650 2.75023
C -1.51680 2.20464 4.24448
C -0.82120 3.50147 2.19968
H 3.78633 0.73725 2.43285
H 2.60217 -0.35842 1.72301
H 2.77247 -0.25214 3.46715
H 1.95537 2.15849 1.77120
H 1.70000 1.67632 4.78336
H 1.35042 3.17929 3.92823
H 2.99079 2.56062 3.98864
H 0.43945 -1.43761 2.61696
H -0.27152 0.00856 5.23165
H 1.30090 -0.64309 4.76429
H -0.04702 -1.72238 5.06315
H -2.34628 -0.56326 3.54641
H -1.75484 -2.21203 3.43663
H -1.95336 -1.26225 1.96803
H -2.09799 1.77843 2.23987
H -0.64206 2.44919 4.84253
H -1.96099 1.29044 4.62984
H -2.24429 3.00384 4.38731
H -0.06841 3.98504 2.81956
H -1.70825 4.13367 2.21637
H -0.44870 3.49306 1.17479
*
```

[3]
ORCA calculation (wB97M-V/def2-TZVPD) on an isolated molecule of C9H10N4OS in a non-equilibrium geometry.

## Properties
Structure (SMILES): CC(C)CN1C(=O)C2=NC=NC2=NC1=S
HOMO energy in eV: -9.54
F_max in Eh/bohr: 0.113
ΔE to the lowest compared entry with this formula, charge and spin in kcal per mole: 29.10
Orbital gap in Eh: 0.232

The geometry in ORCA input format:
```
! RIJCOSX wB97M-V def2-TZVPD def2/J DEFGRID3
* xyz 0 1
O 0.75847 0.69889 1.87915
S -2.21566 -1.53849 -1.45417
N -0.32140 -3.66068 2.41818
N -0.74437 -2.71470 0.34850
N 0.50438 -1.80361 3.52795
C 0.24424 -0.29253 1.33352
C -0.95705 -1.51045 -0.33854
C 0.04472 -3.12191 3.55318
C -0.16810 -2.61650 1.49254
C 0.31081 -1.48805 2.23738
N -0.35485 -0.35053 0.08805
C 0.53573 0.87379 -2.58097
C 0.59926 2.94732 -1.22772
C -0.69000 0.92971 -0.43071
C 0.49638 1.46325 -1.16794
H -0.15259 -3.63182 4.44341
H -0.31368 1.32078 -3.19712
H 1.40110 1.13294 -3.22665
H 0.39471 -0.24120 -2.58468
H 0.27535 3.32815 -0.31110
H -0.14596 3.31140 -1.95242
H 1.61439 3.33816 -1.40958
H -1.53698 0.98214 -1.05022
H -0.99959 1.54416 0.36479
H 1.42070 1.09978 -0.75483
*
```

[4]
ORCA calculation (wB97M-V/def2-TZVPD) on a structure of composition C21H35Cl39FNO4P3 in a non-equilibrium geometry.

## Properties
HOMO energy in eV: -4.70
F_max in Eh/bohr: 0.092
Orbital gap in Eh: 0.232

The geometry in ORCA input format:
```
! RIJCOSX wB97M-V def2-TZVPD def2/J DEFGRID3
* xyz -1 1
C 1.57757 3.17403 1.87471
N 2.18089 2.78009 0.60960
C 2.54454 1.38512 0.45445
C 1.51732 0.26060 0.69376
O 1.09422 0.06494 2.00862
P -0.64146 0.05890 2.29842
C -2.53097 0.00029 2.63828
C -3.35959 -0.88304 1.70924
F -3.09746 1.31611 2.56119
O -0.87262 0.25519 0.52913
C 0.29584 0.11935 -0.27053
P 0.08753 1.47524 -1.54224
C -1.62997 1.40090 -2.19759
C 1.23124 1.25503 -2.97723
P 0.03634 -1.59399 -0.94934
O 1.28344 -1.83531 -2.01379
O 0.56758 -2.57181 0.27603
H 0.47784 3.21732 1.81271
H 1.91299 4.19138 2.14639
H 1.86984 2.48705 2.67248
H 1.64913 3.10965 -0.18043
H 3.43089 1.17481 1.07184
H 2.86657 1.25855 -0.59590
H 2.13662 -0.64422 0.45497
H -0.69713 1.49861 2.37585
H -0.36198 0.04887 3.72018
H -0.66861 -1.37867 2.21221
H -2.63913 -0.32124 3.68682
H -3.44957 -0.38491 0.74038
H -2.87818 -1.86195 1.60134
H -4.37078 -1.02217 2.12757
H -2.23169 0.80874 -1.50417
H -1.69650 1.02935 -3.22720
H -2.00785 2.43235 -2.15798
H 2.12105 1.87721 -2.78859
H 1.57186 0.22878 -3.14476
H 0.76936 1.63319 -3.89771
H 2.10110 -1.43838 -1.69967
H -0.18275 -2.96073 0.72190
C 3.79883 -5.13548 -1.17168
Cl 3.98000 -4.07066 0.21274
Cl 5.19296 -5.00057 -2.26156
Cl 3.61057 -6.80718 -0.63371
H 2.91081 -4.84596 -1.72190
C 3.20044 3.50945 -5.69016
Cl 4.43693 2.36072 -6.21349
Cl 1.65116 2.69254 -5.47553
Cl 3.67645 4.33300 -4.21102
H 3.08179 4.24768 -6.47218
C -2.88469 3.85308 3.89220
Cl -1.43142 4.84692 3.78442
Cl -3.21383 3.38410 5.56543
Cl -4.28114 4.69715 3.20590
H -2.71873 2.94446 3.32214
C 0.61384 3.62319 6.97143
Cl 0.61577 4.85007 8.24637
Cl 1.74728 4.04159 5.69768
Cl 0.98436 2.03082 7.64151
H -0.38276 3.58661 6.54544
C -3.11242 -0.56138 7.06582
Cl -1.67632 0.45565 7.09221
Cl -3.48784 -1.14522 8.69246
Cl -4.48713 0.30441 6.38039
H -2.91160 -1.42444 6.44542
C 2.54758 5.89579 -0.48138
Cl 1.34038 4.96357 -1.36516
Cl 2.82055 5.22019 1.11928
Cl 4.06118 5.99680 -1.39535
H 2.17395 6.90659 -0.37216
C -1.22643 -5.17791 -3.33733
Cl -1.19451 -3.82304 -2.19541
Cl 0.14330 -5.06346 -4.45275
Cl -1.22221 -6.75344 -2.53151
H -2.13316 -5.10930 -3.92210
C -5.96589 0.61855 -1.29622
Cl -4.67706 -0.49224 -1.74646
Cl -7.35493 -0.25587 -0.63837
Cl -5.31935 1.77024 -0.12984
H -6.29746 1.15671 -2.17400
C 1.08638 -9.40573 -3.91630
Cl 2.26923 -10.57044 -4.52590
Cl -0.37082 -10.23722 -3.36019
Cl 1.77805 -8.41077 -2.64309
H 0.80593 -8.75602 -4.73578
C -3.48076 -4.39228 -6.69761
Cl -3.40952 -3.11201 -5.48830
Cl -2.11564 -4.28809 -7.80850
Cl -3.53635 -5.97908 -5.91987
H -4.39042 -4.27014 -7.27035
C -3.33496 -5.36363 7.36545
Cl -3.59620 -4.18477 6.07952
Cl -3.66513 -4.66974 8.95110
Cl -4.32119 -6.80285 7.09146
H -2.29548 -5.66276 7.33987
C 2.21618 9.90279 -2.28790
Cl 1.06745 8.87733 -3.14469
Cl 2.46318 9.31326 -0.64172
Cl 3.74842 9.99659 -3.15414
H 1.80209 10.90034 -2.22548
C 6.09540 -1.52752 -3.41291
Cl 5.65496 -0.23847 -4.53410
Cl 7.84950 -1.62198 -3.21163
Cl 5.30629 -1.29923 -1.85975
H 5.75667 -2.46657 -3.83168
*
```

[5]
ORCA calculation (wB97M-V/def2-TZVPD) on a cluster of 2 separate species, C4H8O2 in total.

## Properties
Structure (SMILES): C1=COCCO1.[H][H]
HOMO energy in eV: -8.37
F_max in Eh/bohr: 0.005
ΔE to the lowest compared entry with this formula, charge and spin in kcal per mole: 65.32
Orbital gap in Eh: 0.346

The geometry in ORCA input format:
```
! RIJCOSX wB97M-V def2-TZVPD def2/J DEFGRID3
* xyz 0 1
C -0.47118 -0.87512 1.41727
C 0.62739 -1.12613 0.70359
O 0.82982 -0.66190 -0.57085
C -0.37201 -0.17678 -1.14730
C -1.12484 0.68879 -0.14639
O -1.49687 -0.07869 0.98589
H -0.63329 -1.28622 2.40607
H 2.22802 1.30474 -0.42255
H 2.58778 1.95723 -0.41302
H 1.44895 -1.72469 1.07667
H -1.00196 -1.02596 -1.44569
H -0.09084 0.39600 -2.03482
H -2.04734 1.08526 -0.57852
H -0.48363 1.52347 0.16965
*
```

[6]
ORCA calculation (wB97M-V/def2-TZVPD) on a cluster of 5 separate species, C2H14O5 in total in a non-equilibrium geometry.

## Properties
<S²>: 0.750
HOMO energy (spin up / spin down) in eV: 0.68 / -6.82
F_max in Eh/bohr: 0.031
ΔE to the lowest compared entry with this formula, charge and spin in kcal per mole: 0.00
Orbital gap (spin up / spin down) in Eh: 0.087 / 0.360

The geometry in ORCA input format:
```
! RIJCOSX wB97M-V def2-TZVPD def2/J DEFGRID3
* xyz -1 2
C -1.99885 1.88726 0.65002
O -2.17596 0.57382 0.14052
C -0.90978 1.87026 1.70917
H -2.91734 2.22473 1.14082
H -1.79365 2.64287 -0.11342
H -3.11834 0.47695 -0.13414
H 0.05182 1.81615 1.21631
H -1.18232 1.11817 2.42494
H -0.90663 2.82385 2.26366
H -0.46347 -0.53413 0.77616
H 0.45939 -1.60127 1.01650
O 0.42626 -0.64092 1.16818
H 3.11968 -3.98219 -2.72127
H 4.08559 -3.42205 -1.69914
O 3.26359 -3.92254 -1.77153
H 2.26254 0.07309 -0.06249
H 1.69020 1.37761 -0.47534
O 2.36586 0.74956 -0.75268
H -0.96174 -1.93429 -1.45021
H -0.89636 -0.38997 -1.58876
O -0.40046 -1.20697 -1.73730
*
```